Density functional theory data (ωB97M-V/def2-TZVPD) for one molecule with the formula C6H13ClN4O2 at a distorted geometry.

CARTESIAN COORDINATES (ANGSTROEM)
Cl: 0.016 -2.350 -1.625
O: 0.909 -2.868 1.580
O: 2.897 -1.991 1.889
N: 1.845 -2.156 1.336
N: -0.783 -0.812 0.587
N: 0.709 0.229 -0.976
N: 1.624 -1.352 0.304
C: 2.053 0.073 -1.387
C: -2.126 1.290 0.808
C: 0.281 -0.879 -0.259
C: -2.025 -0.156 0.184
C: -2.331 2.448 -0.120
C: 2.693 -0.435 -0.133
H: 2.601 0.916 -1.814
H: -2.762 1.394 1.694
H: -1.381 3.041 -0.581
H: -0.839 -1.794 1.130
H: -2.026 -0.096 -0.966
H: -3.032 2.229 -0.896
H: -2.906 -0.777 0.458
H: 2.770 0.343 0.634
H: 3.604 -0.995 -0.094
H: 2.111 -0.814 -2.053
H: -1.095 1.386 1.110
H: 0.141 0.903 -1.251
H: -2.948 3.222 0.441

HOMO	-9.595	eV
2S+1	1
DFT total energy	-29005.7296	eV
SMILES	CCCN[C@@]1(Cl)NCCN1[N+](=O)[O-]
charge	0
relative energy (zero: lowest compared OMol25 entry of this formula, charge and spin)	10.7	kJ/mol



Density functional theory data (ωB97M-V/def2-TZVPD) for an isolated ion of composition C6H13ClN4OS and charge +2 at a distorted geometry.

CARTESIAN COORDINATES (ANGSTROEM)
Cl: 5.466 -1.523 -0.677
S: 1.551 -0.005 1.102
O: 0.674 -0.302 -0.102
N: 2.300 1.349 0.871
N: 3.701 2.959 0.005
N: 3.008 -1.057 0.442
N: 4.241 0.744 -0.312
C: 3.324 1.725 0.184
C: -1.013 -1.164 1.465
C: -1.605 0.128 -0.635
C: -0.749 -0.880 0.010
C: 4.170 -0.582 -0.082
C: -2.911 -0.449 -1.070
H: -1.652 0.970 0.087
H: -1.939 -1.618 1.515
H: -3.668 0.367 -1.287
H: 4.928 1.073 -0.985
H: -3.164 -1.188 -0.300
H: -0.870 -1.843 -0.609
H: -1.147 0.640 -1.444
H: -2.799 -0.910 -2.081
H: 3.085 3.809 0.356
H: -0.316 -1.869 1.958
H: -0.947 -0.387 2.079
H: 4.544 3.181 -0.550
H: 2.915 -2.095 0.307

HOMO	-17.353	eV
2S+1	1
DFT total energy	-37779.1747	eV
charge	+2
relative energy (zero: lowest compared OMol25 entry of this formula, charge and spin)	153.4	kJ/mol



Density functional theory data (ωB97M-V/def2-TZVPD) for an isolated ion of composition C6H13FN5O2 and charge +1 at a distorted geometry.

CARTESIAN COORDINATES (ANGSTROEM)
F: -1.366 -1.161 1.093
O: 1.853 0.480 -2.963
O: -1.216 0.955 1.837
N: 3.608 -0.845 -2.739
N: 0.201 0.645 -0.802
N: 2.181 -0.655 -0.946
N: 1.127 -0.186 1.078
N: -0.919 0.858 -0.440
C: 2.559 -0.331 -2.209
C: -3.075 0.257 0.539
C: 1.158 -0.109 -0.155
C: -3.742 1.623 0.290
C: 2.025 -0.905 1.892
C: -1.618 0.281 0.766
H: 1.186 1.071 -2.359
H: -0.279 0.863 2.000
H: 1.473 -1.732 2.225
H: -3.399 -0.413 -0.303
H: -3.244 2.474 0.719
H: 4.169 -1.361 -2.079
H: -3.858 1.863 -0.824
H: -4.801 1.535 0.779
H: -3.590 -0.111 1.395
H: 2.243 -0.333 2.796
H: 2.767 -1.366 -0.441
H: 2.892 -1.244 1.344
H: 3.741 -0.649 -3.723

HOMO	-13.110	eV
2S+1	1
DFT total energy	-20686.8880	eV
SMILES	CC[C@@](O)(F)\N=N/C(=N/C)/[NH+]=C(/N)O
charge	+1
relative energy (zero: lowest compared OMol25 entry of this formula, charge and spin)	0.0	kJ/mol



Density functional theory data (ωB97M-V/def2-TZVPD) for one molecule with the formula C6H13INO2PS at a distorted geometry.

CARTESIAN COORDINATES (ANGSTROEM)
I: 3.944 1.202 0.097
S: -0.534 -1.992 1.552
P: -1.401 -0.522 2.820
O: 0.754 -2.345 2.180
O: -1.512 -3.044 1.294
N: -0.208 -1.126 0.154
C: -0.017 1.102 -1.603
C: 1.214 0.587 -0.867
C: -1.453 -0.600 -0.401
C: 0.789 -0.107 0.464
C: -1.171 0.200 -1.759
C: 2.070 1.797 -0.658
H: 2.109 2.339 -1.563
H: 1.614 -0.728 0.966
H: -2.198 0.711 -2.052
H: 1.830 -0.099 -1.565
H: -0.285 -0.843 3.595
H: -2.150 -1.368 -0.595
H: 0.306 1.501 -2.574
H: 1.616 2.515 0.043
H: 0.352 0.648 1.064
H: -0.353 2.128 -1.276
H: -1.998 0.123 0.304
H: -1.018 -0.508 -2.628
H: -2.299 -1.571 3.006

HOMO	-9.620	eV
2S+1	1
DFT total energy	-40240.4049	eV
SMILES	O=S(=O)(P)N1CCC[C@@H](CI)C1
charge	0
relative energy (zero: lowest compared OMol25 entry of this formula, charge and spin)	0.0	kJ/mol



Frontier orbital gap
In order: 10.20; 8.79; 8.71; 10.07
Unit: eV